Below is an isolated ion of composition C10H11N2O and charge +1, with properties calculated with the ωB97M-V functional and the def2-TZVPD basis.

As for the spin multiplicity: 3. The value obtained for the energy is -571.969683 hartree. The charge is +1. The expectation value of S² is 2.028. The value obtained for the relative energy (zero: lowest compared OMol25 entry of this formula, charge and spin) is 79.6 kJ/mol.

Geometry as XYZ:
```
24
Properties=species:S:1:pos:R:3:mulliken_charge:R:1
C 3.9176 0.4030 -0.0526 -0.49
C 3.3789 -0.7787 0.4450 -0.42
C 3.1098 1.4291 -0.5229 -0.53
C 1.9762 -0.8967 0.5830 -0.54
C 1.7456 1.3828 -0.3489 -0.41
C 1.1881 0.2156 0.2569 1.32
C -2.4950 -0.5183 0.2757 0.82
C -1.0700 -0.9923 0.0789 -0.66
C -2.3589 0.9434 0.0879 0.14
C -3.8220 -1.2008 -0.3193 -1.39
N -1.0142 1.2126 0.1152 -0.19
N -0.2634 0.0787 0.0756 0.36
O -3.1711 1.7918 -0.0125 -0.49
H 5.0179 0.3841 -0.3212 0.33
H 3.8951 -1.7084 0.7571 0.35
H 3.4075 2.2857 -1.1165 0.37
H 1.6402 -1.7976 1.1120 0.35
H 1.2978 2.3028 -0.7022 0.11
H -2.6574 -0.5487 1.4637 0.22
H -0.5843 -2.0372 0.0722 0.32
H -3.8552 -1.3796 -1.4456 0.34
H -3.9121 -2.0800 0.1773 0.41
H -4.6888 -0.5956 -0.2752 0.40
H -0.6822 2.1041 -0.3836 0.26
```

---

Below is a 2-piece molecular cluster, C10H11N2PS2 overall, with properties calculated with the ωB97M-V functional and the def2-TZVPD basis.

As for the spin multiplicity: 1. The value obtained for the energy is -1634.840649 hartree. Its SMILES is Cc1ccc(-n2cccn2)cc1.S=PS. The charge is 0. The value obtained for the relative energy (zero: lowest compared OMol25 entry of this formula, charge and spin) is 116.4 kJ/mol.

Geometry as XYZ:
```
26
Properties=species:S:1:pos:R:3:mulliken_charge:R:1
C 1.0810 -2.5496 2.4810 -1.07
C 0.5460 -1.5260 1.5347 0.79
C -0.7700 -1.2674 1.1385 -0.63
C -1.0865 -0.2783 0.2598 0.42
C -0.1438 0.6487 -0.2755 0.60
N -0.5215 1.6245 -1.2295 0.67
C 0.3527 2.5010 -1.8652 -0.13
C -0.4095 3.3988 -2.6256 -1.12
C -1.7002 3.1181 -2.1675 -0.34
N -1.7654 2.0308 -1.4254 -0.74
C 1.1848 0.3663 0.0879 -0.77
C 1.4654 -0.6126 0.9846 -0.89
H 0.4757 -2.5123 3.4103 0.30
H 0.7399 -3.5885 2.2150 0.30
H 2.1774 -2.2054 2.6619 0.28
H -1.6586 -1.7778 1.5549 0.28
H -2.1413 -0.3604 -0.0791 0.17
H 1.3308 2.2184 -1.9555 0.37
H -0.1109 4.2232 -3.0726 0.56
H -2.6077 3.4550 -2.5451 0.57
H 1.9745 0.8692 -0.4275 0.21
H 2.4839 -0.9172 1.2448 0.19
S -4.6272 0.2046 -1.7851 -0.22
P -4.0899 0.9366 -3.4477 0.28
S -2.2679 0.0201 -4.0133 -0.26
H -2.1508 -0.8180 -2.8655 0.19
```

---

Below is one molecule with the formula C10H11N3, with properties calculated with the ωB97M-V functional and the def2-TZVPD basis.

As for the spin multiplicity: 1. The value obtained for the energy is -551.818119 hartree. Its SMILES is CN(C)c1ccc2cncnc2c1. The charge is 0. The value obtained for the relative energy (zero: lowest compared OMol25 entry of this formula, charge and spin) is 336.1 kJ/mol.

Geometry as XYZ:
```
24
Properties=species:S:1:pos:R:3:mulliken_charge:R:1
C 2.6968 -1.7080 0.1319 -1.05
N 2.1828 -0.3799 -0.2382 0.02
C 3.0200 0.8858 -0.1775 -0.71
C 0.8122 0.0377 -0.0746 1.09
C 0.4344 1.4022 0.0830 -0.39
C -0.9400 1.7753 0.1780 -0.81
C -1.9743 0.8245 0.0193 0.32
C -3.4400 0.9629 -0.2082 -0.15
N -4.3069 0.0224 -0.0513 -0.61
C -3.7757 -1.2875 0.0115 -0.06
N -2.5300 -1.5333 -0.0129 -0.56
C -1.5655 -0.5608 -0.0049 0.17
C -0.2193 -0.9532 -0.1097 -0.33
H 2.3375 -2.6177 -0.4786 0.26
H 3.7230 -1.8346 0.0393 0.40
H 2.3920 -1.9048 1.1421 0.42
H 4.1134 0.5790 0.1964 0.30
H 2.4968 1.7189 0.5123 0.16
H 2.9644 1.3780 -1.2622 0.28
H 1.0777 2.3433 0.1378 0.11
H -1.1515 2.8625 0.7056 0.18
H -3.8478 2.0128 -0.5108 0.30
H -4.5754 -1.9673 -0.0357 0.42
H 0.0752 -2.0584 0.0074 0.25
```

---

Below is one molecule with the formula C10H11N3O2, with properties calculated with the ωB97M-V functional and the def2-TZVPD basis.

As for the spin multiplicity: 1. The value obtained for the energy is -702.268717 hartree. The charge is 0. The value obtained for the relative energy (zero: lowest compared OMol25 entry of this formula, charge and spin) is 419.1 kJ/mol.

Geometry as XYZ:
```
26
Properties=species:S:1:pos:R:3:mulliken_charge:R:1
C -0.8684 -1.3851 2.2995 -0.42
C -2.1925 -1.1342 1.9451 -0.62
C 0.1650 -1.1775 1.4861 0.58
C -0.2441 -0.9154 0.2059 0.28
C -2.5359 -0.4449 0.7305 0.26
C 2.0809 0.4956 0.0642 0.75
C 2.5333 -0.7506 0.8756 -0.96
C -1.2833 0.4685 -1.3677 -1.08
C 0.0934 1.1739 -1.3593 0.83
C 0.3435 1.4933 -2.7740 -1.98
N 1.4970 -1.1433 1.8780 -0.41
N -1.3788 -0.3691 -0.1328 0.15
N 1.1153 0.2287 -0.9077 -0.42
O -3.6715 0.0025 0.4814 -0.67
O 2.5642 1.5937 0.0994 -0.58
H -0.7246 -1.6335 3.3065 0.49
H -3.1411 -1.2675 2.6467 0.25
H 2.5494 -1.5735 0.2397 0.36
H 3.4930 -0.6316 1.3412 0.44
H -2.1374 1.2009 -1.2951 0.34
H -1.3225 -0.1906 -2.2955 0.30
H 0.1474 2.0480 -0.6895 0.38
H 0.6798 0.6240 -3.2258 0.58
H 1.1102 2.2585 -2.8928 0.34
H -0.5056 1.6295 -3.3113 0.52
H 1.6334 -0.6000 2.6519 0.29
```

---

Below is one molecule with the formula C10H11NO, with properties calculated with the ωB97M-V functional and the def2-TZVPD basis.

As for the spin multiplicity: 1. The value obtained for the energy is -517.598945 hartree. Its SMILES is CC1=NCO[C@@H]1c1ccccc1. The charge is 0. The value obtained for the relative energy (zero: lowest compared OMol25 entry of this formula, charge and spin) is 193.3 kJ/mol.

Geometry as XYZ:
```
23
Properties=species:S:1:pos:R:3:mulliken_charge:R:1
C 1.7656 1.8743 -1.0375 -1.16
C 1.8446 0.6262 -0.2181 0.44
N 2.8175 -0.1792 -0.3643 -0.62
C 2.6046 -1.2892 0.4893 -0.33
O 1.2855 -1.1513 1.0597 -0.40
C 0.8454 0.1253 0.7975 0.51
C -0.5757 0.0272 0.3761 0.11
C -1.5539 -0.2737 1.3320 -0.31
C -2.8815 -0.5279 1.0716 -0.64
C -3.2465 -0.6059 -0.2585 -0.20
C -2.2817 -0.2635 -1.2648 -0.84
C -1.0116 0.1041 -0.8934 -0.04
H 1.1093 1.6802 -1.8642 0.33
H 2.7665 2.1388 -1.4936 0.35
H 1.2834 2.6794 -0.4262 0.31
H 2.7360 -2.2505 -0.1441 0.23
H 3.3578 -1.4194 1.3338 0.23
H 0.8996 0.7879 1.6223 0.41
H -1.2198 -0.2379 2.3690 0.33
H -3.4128 -0.7502 2.0183 0.31
H -4.2108 -1.0437 -0.6364 0.30
H -2.6434 -0.4346 -2.2995 0.33
H -0.2780 0.3837 -1.5689 0.36
```

---

Below is a 2-piece molecular cluster, C10H11NO3S overall, with properties calculated with the ωB97M-V functional and the def2-TZVPD basis.

As for the spin multiplicity: 1. The value obtained for the energy is -1066.089405 hartree. The charge is 0. The value obtained for the relative energy (zero: lowest compared OMol25 entry of this formula, charge and spin) is 720.7 kJ/mol.

Geometry as XYZ:
```
26
Properties=species:S:1:pos:R:3:mulliken_charge:R:1
C -0.2657 2.7393 1.9055 -0.28
C 0.8341 2.4598 1.0063 -0.72
C -1.3957 1.9810 1.8344 -0.85
C 0.6838 1.6301 -0.0255 -0.45
C -1.4376 0.9425 0.8411 -0.36
C -0.4378 0.7539 -0.0869 1.11
C 3.2134 -0.6544 -1.9128 -0.64
C 2.0946 -1.0066 -1.4032 0.00
C -0.8302 -2.2204 1.3280 -0.24
C -0.6263 -0.2910 -1.1232 -0.39
N -1.6212 -1.1690 -1.1698 1.03
O -2.6689 -1.2587 -0.5387 -0.77
O -1.5938 -2.1439 -2.1549 -0.50
O 0.0495 -1.9892 0.5936 -0.36
S 0.6668 -0.4250 -2.2779 -0.29
H -0.0072 3.5280 2.6408 0.31
H 1.7503 2.8982 1.2446 0.44
H -2.1017 2.2563 2.6291 0.33
H 1.4243 1.4564 -0.7955 0.40
H -2.4023 0.5901 0.5784 0.44
H 4.1895 -0.9009 -1.4710 0.24
H 3.2172 -0.1091 -2.7915 0.31
H 1.7939 -1.5735 -0.4567 0.30
H -0.6404 -1.8890 2.3573 0.30
H -1.7192 -2.7597 1.0333 0.28
H -2.1694 -2.8454 -1.7846 0.37
```

---

Below is a 2-piece molecular cluster, C10H11NO3S overall, with properties calculated with the ωB97M-V functional and the def2-TZVPD basis.

As for the spin multiplicity: 1. The value obtained for the energy is -1066.215331 hartree. Its SMILES is CS(=O)(=O)Oc1ccccc1.C=CC#N. The charge is 0. The value obtained for the relative energy (zero: lowest compared OMol25 entry of this formula, charge and spin) is 390.1 kJ/mol.

Geometry as XYZ:
```
26
Properties=species:S:1:pos:R:3:mulliken_charge:R:1
C -3.2580 1.2382 -0.6818 -1.00
S -2.3736 0.2083 0.4311 1.07
O -1.8205 1.0101 1.4813 -0.57
O -3.1561 -0.8952 0.8724 -0.60
O -1.2888 -0.2129 -0.6852 -0.22
C -0.1873 -0.9048 -0.3111 0.57
C 0.0732 -1.2649 0.9926 -0.73
C 1.2819 -1.9700 1.2790 -0.53
C 2.1512 -2.3603 0.2871 -0.76
C 1.8256 -2.0146 -1.0079 -0.54
C 0.6220 -1.3579 -1.3151 -0.47
H -4.1650 1.3883 -0.2284 0.47
H -2.5492 2.0638 -0.7603 0.33
H -3.2263 0.8423 -1.7516 0.28
H -0.5227 -0.9931 1.7302 0.80
H 1.4404 -2.1046 2.3329 0.37
H 2.9458 -2.9655 0.4355 0.53
H 2.2972 -2.4493 -1.7945 0.48
H 0.2856 -1.3097 -2.2955 0.49
C 1.6190 1.7081 1.1231 -0.62
C 1.7944 2.0745 -0.1510 -0.26
C 0.7366 2.5682 -1.0086 0.37
N -0.1515 2.7317 -1.6935 -0.50
H 2.2439 1.1599 1.7740 0.32
H 0.6869 1.6440 1.5739 0.29
H 2.6953 2.1654 -0.6284 0.42
```

---

Below is a 2-piece molecular cluster, C10H11OP overall, with properties calculated with the ωB97M-V functional and the def2-TZVPD basis.

As for the spin multiplicity: 1. The value obtained for the energy is -804.157320 hartree. Its SMILES is Op1ccc2ccccc21.C=C. The charge is 0. The value obtained for the relative energy (zero: lowest compared OMol25 entry of this formula, charge and spin) is 270.6 kJ/mol.

Geometry as XYZ:
```
23
Properties=species:S:1:pos:R:3:mulliken_charge:R:1
O -0.6016 0.0284 -2.4394 -0.52
P -0.6273 0.0222 -0.8030 0.12
C -0.3865 1.7657 -0.4855 -0.42
C 0.8622 1.9939 -0.1199 -0.55
C 1.7423 0.8357 -0.0845 0.45
C 3.0747 0.7204 0.4029 -0.71
C 3.7092 -0.4699 0.3741 -0.25
C 3.1101 -1.6306 -0.0112 -0.62
C 1.6986 -1.5535 -0.3207 -0.37
C 1.0902 -0.3294 -0.3717 0.48
H -0.9642 -0.8045 -2.7187 0.32
H -1.3105 2.2740 -0.2535 0.44
H 1.3072 3.0223 0.0508 0.30
H 3.7928 1.5715 0.5806 0.24
H 4.7060 -0.5315 0.7976 0.34
H 3.6818 -2.4833 0.1324 0.42
H 1.1262 -2.4379 -0.3140 0.40
C -3.8891 0.0206 1.1681 -0.15
C -4.7643 -0.7225 0.5731 -0.54
H -2.9632 0.3887 0.7368 -0.07
H -4.0324 0.3704 2.2474 0.18
H -5.6864 -0.7946 1.1185 0.20
H -4.6758 -1.2562 -0.2600 0.34
```

---

Below is one molecule with the formula C10H11OP, with properties calculated with the ωB97M-V functional and the def2-TZVPD basis.

As for the spin multiplicity: 1. The value obtained for the energy is -804.049326 hartree. Its SMILES is C=CP(/C=C\O)c1ccccc1. The charge is 0. The value obtained for the relative energy (zero: lowest compared OMol25 entry of this formula, charge and spin) is 554.1 kJ/mol.

Geometry as XYZ:
```
23
Properties=species:S:1:pos:R:3:mulliken_charge:R:1
C -1.2377 1.7645 -2.5447 -0.52
C -0.4534 0.9450 -1.8043 -0.21
P -0.9780 0.9251 0.1692 -0.10
C 0.7089 1.6167 0.8650 -0.79
C 1.0860 2.7874 0.3896 0.22
O 0.4689 3.3780 -0.5713 -0.42
C -0.8081 -0.8537 0.6015 0.86
C 0.5265 -1.2026 0.2160 -0.46
C 1.0183 -2.4865 0.5178 -0.61
C 0.2657 -3.3765 1.2836 -0.50
C -0.9735 -2.9586 1.6911 -0.26
C -1.5326 -1.7112 1.4650 -0.61
H -0.5523 2.1743 -3.5701 0.15
H -2.3219 2.0390 -2.7560 0.27
H 0.5938 0.9708 -2.0778 0.20
H 1.6073 1.1096 1.2125 0.32
H 1.9499 3.4072 0.6824 0.33
H 1.0046 4.2764 -0.9613 0.37
H 1.0868 -0.5293 -0.4666 0.21
H 1.9765 -2.7046 0.1944 0.43
H 0.5631 -4.4063 1.4724 0.35
H -1.4441 -3.6484 2.3016 0.38
H -2.5546 -1.5165 1.6898 0.39
```

---

Below is a 2-piece molecular cluster, C10H11P overall, with properties calculated with the ωB97M-V functional and the def2-TZVPD basis.

As for the spin multiplicity: 1. The value obtained for the energy is -728.774983 hartree. The charge is 0. The value obtained for the relative energy (zero: lowest compared OMol25 entry of this formula, charge and spin) is 527.6 kJ/mol.

Geometry as XYZ:
```
22
Properties=species:S:1:pos:R:3:mulliken_charge:R:1
C -1.7462 -2.9311 2.5580 -0.29
C -0.5858 -2.6816 1.9018 -0.39
C -2.3106 -1.8867 3.3928 -0.43
C 0.1690 -1.5219 2.2342 -0.33
C -1.6462 -0.6344 3.4597 -0.14
C -0.4044 -0.4467 2.8662 -0.37
C 0.4712 1.8389 -4.2607 -0.45
C -0.8058 1.4318 -3.7033 -0.30
C 0.3305 3.3318 -1.9948 -0.90
C 0.1059 2.1501 -2.8820 0.44
P 0.8396 1.6487 -1.3476 -0.08
H -2.3251 -3.8028 2.3994 0.38
H -0.1140 -3.4162 1.2349 0.32
H -3.3308 -1.8844 3.7456 0.32
H 1.1691 -1.5166 1.7494 0.30
H -2.1941 0.1439 4.0253 0.31
H 1.2139 0.9798 -4.4195 0.22
H 0.2821 2.6438 -4.8951 0.27
H -1.1632 0.4192 -3.6808 0.24
H 0.2195 0.4623 2.8659 0.32
H 1.2512 3.9305 -2.1632 0.26
H -0.4268 3.9141 -1.5516 0.31
```

---

Below is C10H12BKO14 as an isolated structure, with properties calculated with the ωB97M-V functional and the def2-TZVPD basis.

As for the spin multiplicity: 1. The value obtained for the energy is -2066.653866 hartree. The charge is 0. The value obtained for the relative energy (zero: lowest compared OMol25 entry of this formula, charge and spin) is 163.2 kJ/mol.

Geometry as XYZ:
```
38
Properties=species:S:1:pos:R:3:mulliken_charge:R:1
K 1.3719 0.0317 0.7134 1.04
O 0.0327 -4.9805 1.3860 -0.59
C -0.1715 -4.5848 0.2782 0.67
O -0.3152 -5.2670 -0.8114 -0.50
B -0.4908 -4.4549 -2.0256 1.13
O -0.5769 -3.0765 -1.4867 -0.58
C -0.3359 -3.0717 -0.2171 0.51
O -0.4109 -2.1230 0.5371 -0.65
O -1.6761 -4.6406 -2.8567 -0.50
C -1.3510 -4.9553 -4.1279 0.61
O -2.0847 -5.3541 -4.9693 -0.55
C 0.1967 -4.7828 -4.1789 0.57
O 0.6124 -4.5674 -2.9742 -0.52
O 0.8147 -4.8822 -5.2053 -0.59
C -3.1119 -0.8711 5.2173 -0.66
O -2.9891 0.3374 4.5065 -0.32
C -2.1443 0.4370 3.5251 0.85
O -1.2631 -0.3201 3.1948 -0.56
O -2.4907 1.5047 2.7752 -0.36
C -1.9111 1.6928 1.4952 -0.38
H -2.1460 -1.3162 5.4524 0.30
H -3.6492 -1.6482 4.6647 0.31
H -3.7254 -0.7852 6.1106 0.25
H -1.7872 2.7781 1.4378 0.26
H -2.6739 1.4068 0.7766 0.32
H -0.8912 1.3363 1.3839 0.00
C 4.8221 4.1619 -1.5117 -0.58
O 3.9082 3.2562 -0.8780 -0.35
C 2.5785 3.4404 -0.8001 0.71
O 1.8550 2.6202 -0.3184 -0.47
O 2.2297 4.5323 -1.4581 -0.35
C 0.9390 5.0815 -1.2106 -0.69
H 4.5897 5.1784 -1.1986 0.30
H 4.6551 4.0969 -2.5877 0.29
H 5.8126 3.8087 -1.2506 0.22
H 0.9198 5.5207 -0.2104 0.33
H 0.0224 4.5060 -1.3235 0.29
H 0.8356 5.9537 -1.8540 0.26
```

---

Below is a 2-piece molecular cluster, C10H12BrFN overall, with properties calculated with the ωB97M-V functional and the def2-TZVPD basis.

As for the spin multiplicity: 1. The value obtained for the energy is -3116.592838 hartree. The charge is +1. The value obtained for the relative energy (zero: lowest compared OMol25 entry of this formula, charge and spin) is 8.9 kJ/mol.

Geometry as XYZ:
```
25
Properties=species:S:1:pos:R:3:mulliken_charge:R:1
C -2.6123 -2.7875 0.1398 -0.25
C -2.4213 -1.7887 1.1117 -1.15
C -1.8249 -2.8296 -1.0484 -0.94
C -1.3916 -0.9229 0.8345 0.16
C -0.8025 -1.8916 -1.1549 -0.06
C -0.4866 -0.9869 -0.1652 0.82
C 2.0765 1.3473 -1.2148 -0.91
C 1.0987 0.2753 -1.5336 -0.66
C 1.3143 0.3377 0.7932 -0.33
C 2.4951 1.0620 0.2919 -0.16
N 0.5938 -0.1367 -0.2098 0.22
F 1.0012 2.9391 1.5755 -0.38
Br 3.8437 -0.4271 0.4446 -0.05
H -3.3520 -3.5099 0.3409 0.42
H -2.9299 -1.7324 2.0005 0.51
H -1.9650 -3.6183 -1.7948 0.38
H -1.3236 -0.1202 1.7060 0.14
H -0.1376 -1.9176 -2.0485 0.24
H 2.9535 1.4721 -1.7925 0.40
H 1.8177 2.3838 -1.3959 0.41
H 0.2734 0.5434 -2.2304 0.46
H 1.5931 -0.5540 -1.9737 0.46
H 0.8790 -0.0206 1.7302 0.39
H 1.5288 3.4344 2.0728 0.38
H 2.7337 1.8406 0.9686 0.47
```